Entry 1:
{"formula": "C3H10N4O", "method": "ωB97M-V with the def2-TZVPD basis set", "elements": ["H", "N", "C", "N", "C", "N", "N", "C", "O", "H", "H", "H", "H", "H", "H", "H", "H", "H"], "positions_angstrom": [[-1.7065, 1.3985, 1.4639], [-1.4603, 0.3295, 1.4833], [-0.5422, 0.1469, 0.5140], [0.2101, 1.0313, -0.2168], [1.7671, 0.5350, 0.1451], [-0.2046, 2.3533, 0.0228], [-0.3959, -1.2242, 0.2175], [-0.2354, -1.7331, -1.2819], [-1.1248, -2.1532, 0.9239], [2.5786, 0.9253, -0.6022], [2.0614, 0.7961, 1.1111], [1.6605, -0.5472, 0.1539], [0.0587, 2.9663, 0.9243], [0.0094, 2.9172, -0.8991], [-0.1801, -2.9475, -1.1136], [-1.1778, -1.5939, -1.9602], [0.7324, -1.3418, -1.9026], [-2.0506, -1.8587, 1.0165]], "forces_ev_per_a": [[0.919, -2.403, 0.413], [1.306, 2.978, -2.904], [-4.753, -2.344, 3.327], [3.327, -0.227, 1.218], [-0.912, 0.896, -3.264], [0.961, 3.273, -1.234], [1.611, -0.315, -3.560], [0.160, -1.734, 0.155], [-0.088, 0.024, 0.204], [-1.959, -0.676, 1.125], [0.050, 0.963, 1.710], [0.346, 0.178, -0.422], [-0.094, -2.453, -2.455], [-0.487, -1.398, 2.828], [0.187, 3.258, -0.533], [1.534, 0.211, 1.471], [-2.378, -0.797, 2.028], [0.268, 0.567, -0.107]], "nbo_charge": [0.3512, -0.7814, 0.5288, -0.2967, -0.4308, -0.6946, -0.1794, -0.4713, -0.5355, 0.2070, 0.1928, 0.2333, 0.3663, 0.3774, 0.2334, 0.2014, 0.2234, 0.4748], "total_energy_ha": -414.3698, "fmax_ev_per_a": 6.257, "orbital_gap_ev": 9.19, "smiles": "[H]/N=C(\\N(C)N)N(C)O", "e_homo_ha": -0.3086, "de_lowest_kcal_mol": 152.7}

=====

Entry 2:
{"formula": "C44H96Br20O12", "method": "ωB97M-V with the def2-TZVPD basis set", "elements": ["C", "O", "C", "C", "O", "C", "C", "O", "C", "H", "H", "H", "H", "H", "H", "H", "H", "H", "H", "H", "H", "H", "H", "C", "O", "C", "C", "O", "C", "C", "O", "C", "H", "H", "H", "H", "H", "H", "H", "H", "H", "H", "H", "H", "H", "H", "C", "O", "C", "C", "O", "C", "C", "O", "C", "H", "H", "H", "H", "H", "H", "H", "H", "H", "H", "H", "H", "H", "H", "C", "O", "C", "C", "O", "C", "C", "O", "C", "H", "H", "H", "H", "H", "H", "H", "H", "H", "H", "H", "H", "H", "H", "Br", "C", "C", "Br", "H", "H", "H", "H", "Br", "C", "C", "Br", "H", "H", "H", "H", "Br", "C", "C", "Br", "H", "H", "H", "H", "Br", "C", "C", "Br", "H", "H", "H", "H", "Br", "C", "C", "Br", "H", "H", "H", "H", "Br", "C", "C", "Br", "H", "H", "H", "H", "Br", "C", "C", "Br", "H", "H", "H", "H", "Br", "C", "C", "Br", "H", "H", "H", "H", "Br", "C", "C", "Br", "H", "H", "H", "H", "Br", "C", "C", "Br", "H", "H", "H", "H"], "positions_angstrom": [[19.2167, 18.4245, 22.4280], [20.4211, 18.4774, 21.7115], [21.0791, 17.2583, 21.6880], [22.5655, 17.4254, 21.2321], [22.7622, 17.4245, 19.7875], [22.0931, 18.5055, 19.2147], [22.4520, 18.5918, 17.7624], [23.7176, 19.2174, 17.4345], [24.8226, 18.4330, 17.8558], [18.5403, 17.6708, 22.0264], [18.6464, 19.3404, 22.4139], [19.2519, 18.1495, 23.4745], [20.5876, 16.6756, 20.9136], [21.0297, 16.7275, 22.6340], [23.0288, 16.4920, 21.5541], [23.0315, 18.3397, 21.6806], [22.4269, 19.3913, 19.7806], [20.9958, 18.4398, 19.2814], [21.6803, 19.2633, 17.3518], [22.3318, 17.6690, 17.2123], [24.8110, 17.3562, 17.5656], [24.9331, 18.4657, 18.9548], [25.7706, 18.9052, 17.5468], [9.7472, 16.4472, 28.0706], [11.0204, 16.3374, 27.5187], [11.0604, 16.4625, 26.1333], [12.4348, 16.0718, 25.6767], [13.3484, 17.1253, 25.8174], [14.6814, 16.7414, 25.8012], [15.5486, 17.9209, 25.8482], [15.6173, 18.6602, 24.5690], [16.2992, 18.0070, 23.5413], [9.8502, 16.3480, 29.1493], [9.1964, 15.5532, 27.7465], [9.2019, 17.3372, 27.8165], [10.8005, 17.4843, 25.7504], [10.3100, 15.7715, 25.7421], [12.3541, 15.8945, 24.5978], [12.7755, 15.1896, 26.2031], [14.8682, 16.0415, 24.9442], [14.8995, 16.1274, 26.6918], [16.6393, 17.7514, 26.0828], [15.1810, 18.5440, 26.6709], [17.3073, 17.6017, 23.8483], [16.4118, 18.7808, 22.7644], [15.7614, 17.1397, 23.0829], [13.2741, 9.9719, 17.3176], [12.2598, 10.0631, 18.2642], [12.4130, 9.0809, 19.2456], [12.8984, 9.6447, 20.6319], [14.1660, 10.2486, 20.6160], [15.2378, 9.3506, 20.4654], [16.4999, 10.0903, 20.0860], [16.8132, 11.0734, 21.0924], [18.1741, 11.3687, 21.0789], [13.3652, 10.8373, 16.6472], [13.3608, 9.0957, 16.6473], [14.2407, 10.1130, 17.7958], [13.0364, 8.2988, 18.8615], [11.4702, 8.5999, 19.5344], [12.8147, 8.7929, 21.2835], [12.1261, 10.3444, 20.9408], [14.9880, 8.6370, 19.6609], [15.3704, 8.7967, 21.4070], [16.3958, 10.5822, 19.1262], [17.2967, 9.3172, 19.9965], [18.7873, 10.5923, 21.4958], [18.3110, 12.1916, 21.7839], [18.6130, 11.6839, 20.1038], [17.4553, 18.8701, 15.2971], [18.5068, 19.5595, 15.9227], [18.2877, 19.6347, 17.3402], [18.4133, 18.3890, 18.1841], [17.3173, 17.5207, 18.1483], [16.1790, 17.8264, 18.8731], [15.7100, 16.5927, 19.6454], [16.6388, 16.2827, 20.7271], [17.4376, 15.1316, 20.4970], [17.5481, 17.8087, 15.5389], [17.6008, 18.8292, 14.1945], [16.4244, 19.1915, 15.4621], [17.2845, 20.0636, 17.4491], [18.9895, 20.3350, 17.7299], [18.4975, 18.7342, 19.1962], [19.3648, 17.9319, 17.9052], [15.4247, 18.1141, 18.1768], [16.3260, 18.6485, 19.5525], [15.5841, 15.7691, 18.9477], [14.7565, 16.8920, 20.1070], [17.0223, 14.1656, 20.8227], [18.4185, 15.2959, 20.9863], [17.7053, 15.0401, 19.4392], [23.3732, 20.7161, 13.2008], [22.4679, 19.0957, 13.9659], [20.9610, 19.0813, 14.1248], [20.0352, 19.2729, 12.3857], [23.0473, 18.8945, 14.8948], [22.9064, 18.2735, 13.3918], [20.5864, 19.8406, 14.8025], [20.6682, 18.1556, 14.6281], [14.2894, 17.0725, 13.4391], [14.9463, 18.2100, 11.9518], [13.7788, 18.6361, 11.1629], [14.5065, 19.6398, 9.6107], [15.6462, 17.5372, 11.4656], [15.5841, 19.0159, 12.2881], [13.1841, 19.3888, 11.6932], [13.2156, 17.8048, 10.7598], [13.6517, 14.7115, 22.1285], [14.7521, 13.1222, 22.0024], [14.2749, 11.9814, 22.9237], [14.5238, 12.4468, 24.8672], [15.7571, 13.4625, 22.2257], [14.7057, 12.8310, 20.9571], [14.9721, 11.1379, 22.8787], [13.2097, 11.7650, 22.8669], [19.0712, 23.6370, 15.4854], [18.7118, 22.9454, 13.6706], [17.4160, 22.1273, 13.7493], [16.9666, 21.5563, 11.8824], [19.5120, 22.3106, 13.3367], [18.5888, 23.7980, 13.0224], [16.5818, 22.6900, 14.1049], [17.5389, 21.2093, 14.2856], [12.7382, 19.5483, 19.2505], [13.4199, 20.6516, 17.8211], [13.4447, 19.8892, 16.5065], [14.0130, 21.1403, 15.1215], [14.4296, 20.8645, 18.1302], [12.9228, 21.6206, 17.7569], [12.4427, 19.5542, 16.2454], [14.0941, 19.0136, 16.4860], [20.1989, 15.6778, 15.8365], [20.0650, 14.7163, 17.5605], [21.4303, 14.6437, 18.2664], [21.0815, 13.8821, 19.9729], [19.7358, 13.7605, 17.1515], [19.2474, 15.1465, 18.1812], [21.7609, 15.6588, 18.4053], [22.1437, 13.9966, 17.7458], [16.1810, 13.1849, 17.3169], [16.5716, 14.1576, 15.6431], [16.3988, 13.1893, 14.4752], [17.8038, 11.7898, 14.4002], [17.5731, 14.6067, 15.7191], [15.8807, 14.9711, 15.5522], [16.4593, 13.7364, 13.5422], [15.4708, 12.6488, 14.5983], [10.8139, 13.0611, 19.5522], [11.2227, 14.6257, 18.5304], [12.6198, 14.4730, 18.0930], [13.1026, 15.9499, 17.0033], [11.2026, 15.4835, 19.1921], [10.4997, 14.7660, 17.7244], [12.8145, 13.5743, 17.5083], [13.3350, 14.4816, 18.8950], [18.0838, 14.3410, 23.8660], [18.0941, 13.1186, 25.4763], [17.9010, 13.9475, 26.7126], [19.6255, 14.9816, 27.0594], [19.0456, 12.6166, 25.5590], [17.3582, 12.3414, 25.2781], [17.6307, 13.3847, 27.6272], [17.0776, 14.6133, 26.5387], [20.9918, 13.3244, 9.8897], [19.8098, 14.7014, 10.6163], [19.3924, 14.3229, 12.0027], [18.0234, 15.5698, 12.5347], [18.9552, 14.7530, 9.9477], [20.3878, 15.6199, 10.6045], [20.2182, 14.3877, 12.7162], [18.9944, 13.3296, 12.0403]], "forces_ev_per_a": [[-1.018, -0.644, -0.179], [-0.261, 1.472, 0.929], [1.145, 0.154, -1.393], [-0.574, -0.508, -0.264], [-0.575, -0.747, 1.811], [0.528, 0.406, -0.074], [0.012, 1.951, -0.714], [-0.557, -1.097, 0.204], [0.984, 0.103, 1.066], [-0.087, -0.253, -0.525], [0.370, 0.628, -0.406], [0.985, -0.043, 0.513], [-0.068, -0.768, -0.064], [0.043, -0.041, 0.330], [0.458, 0.308, 0.118], [-0.324, -0.735, -0.262], [-0.364, 0.280, -0.494], [0.232, -0.140, 0.226], [0.367, 0.034, -0.222], [0.151, -0.681, 0.091], [-0.276, 0.740, -0.139], [-0.397, -0.245, -0.232], [-0.606, -0.129, -0.584], [-0.032, -1.565, 0.335], [0.701, 0.922, 0.722], [-0.215, 0.321, -0.138], [-0.192, 0.354, -1.289], [-0.486, 1.051, 0.567], [0.094, -2.413, -0.324], [2.193, 1.531, -1.321], [-0.822, -0.184, 1.893], [0.371, -0.730, -0.496], [0.020, 0.275, 0.053], [-0.492, 0.221, -0.040], [-0.152, 0.634, -0.238], [0.217, -0.530, 0.470], [0.016, -0.178, -0.507], [0.080, -0.592, 0.009], [0.030, -0.405, 0.120], [0.099, 0.650, 0.281], [0.009, 0.009, 0.124], [-1.051, -0.632, 0.030], [-0.083, 0.500, -0.638], [-0.878, 0.506, -0.040], [0.147, -0.461, 0.161], [0.128, 0.577, 0.390], [1.948, 1.058, -0.962], [-0.619, -0.108, -0.528], [-0.147, 0.391, 1.750], [-0.516, -0.512, -2.006], [-0.319, 0.603, 0.006], [-0.283, -0.223, -0.150], [0.065, -0.301, 0.843], [-0.391, -1.113, -0.984], [0.884, 1.483, 0.310], [-1.144, 0.074, 0.097], [-0.685, -0.097, 0.628], [0.421, -0.555, 0.452], [0.560, -0.604, -0.023], [-0.256, 0.213, -0.522], [0.379, -0.518, 0.776], [0.321, 0.487, 0.096], [0.345, 0.023, 0.226], [0.142, -0.022, -0.130], [-0.066, 0.178, -0.349], [-0.222, 0.532, 0.143], [0.260, -0.961, -0.009], [-0.024, 0.228, -0.189], [-0.606, -0.250, 0.328], [0.427, -1.796, -1.582], [-0.243, 0.127, 0.689], [-1.021, 0.293, -0.830], [-0.242, 0.629, -0.330], [1.414, -1.372, -1.159], [-0.054, -0.771, 0.626], [0.427, 1.048, 0.879], [-0.613, -0.356, -0.928], [1.050, 0.413, -0.342], [-0.412, -0.152, 0.375], [0.178, 0.662, 0.544], [0.121, 0.478, 0.498], [-0.060, 0.084, 0.356], [0.677, 0.721, 0.105], [0.388, 0.361, 0.865], [-0.300, -0.749, -0.032], [-1.025, 0.267, -0.495], [0.244, 0.473, 0.522], [-0.032, -0.287, 0.110], [0.116, -0.467, -0.085], [-0.180, 0.421, 0.030], [-0.571, -0.137, 0.141], [-0.328, -0.040, -0.031], [-0.866, -0.719, 0.433], [1.744, -0.512, 0.322], [0.646, 0.196, -0.011], [0.279, -0.170, 0.810], [-0.963, 0.780, 0.055], [-0.779, 0.213, -0.650], [0.038, 0.411, -0.351], [-0.017, -0.133, -0.565], [0.204, 0.447, 0.089], [1.058, -1.041, 0.591], [0.013, 1.070, -0.732], [-0.225, -0.266, 0.166], [-0.333, -0.118, -0.507], [-0.358, 0.337, 0.615], [-0.048, -0.525, -0.145], [-0.218, 0.092, 0.044], [-0.215, 0.124, 0.074], [-0.305, -0.530, 0.442], [0.993, 0.894, 0.583], [-0.203, 0.169, -0.474], [-0.014, -0.229, 0.234], [-0.066, -0.312, 0.067], [-0.646, 0.157, -0.512], [0.311, -0.181, -0.285], [0.069, -0.251, -0.496], [-1.238, -0.425, 0.572], [0.945, 0.211, -1.257], [0.001, 0.250, 0.675], [0.522, -0.053, 0.087], [0.077, 0.232, -0.063], [-0.465, 0.331, 0.163], [0.107, -0.308, 0.361], [-0.318, -0.035, 0.055], [0.825, -0.051, -0.300], [-0.714, 0.164, 0.168], [0.065, -0.244, -0.060], [0.420, 0.114, 0.040], [-0.411, -0.430, 0.044], [0.033, 0.088, -0.139], [0.145, 0.275, 0.127], [0.069, 0.269, 0.378], [-0.144, -0.505, -0.431], [-1.265, 0.175, -1.137], [0.077, -0.414, 0.830], [0.028, -0.153, 0.627], [0.820, 0.016, -0.600], [0.629, 0.141, 0.236], [-0.179, 0.415, 0.078], [0.119, 0.447, -0.200], [0.797, -0.846, -0.151], [0.464, 0.117, 0.675], [-0.382, 0.569, 0.076], [-0.295, -0.455, 0.012], [-0.678, 0.311, 0.093], [-0.107, -0.166, -0.061], [-0.149, -0.065, -0.247], [-0.457, -0.417, 0.323], [-0.326, 0.582, 0.395], [0.940, -0.955, -0.729], [0.373, 0.962, -0.844], [-0.430, 0.082, 0.182], [0.186, -0.246, 0.125], [-0.205, 0.048, -0.016], [0.040, -0.037, 0.592], [0.086, -0.880, 0.874], [0.480, 0.115, -0.394], [0.233, 0.067, 0.379], [-1.478, -0.639, -0.057], [0.451, 0.054, -0.531], [-0.380, 0.450, 0.149], [0.669, 0.054, -0.547], [-0.045, 0.867, 0.099], [-0.026, 0.034, 0.068], [0.285, -0.110, -0.339], [0.703, 0.084, 0.113], [-0.209, 0.404, 0.259], [0.109, 0.081, -0.030], [-0.154, 0.081, -0.085], [-0.215, 0.098, -0.089], [-0.399, -0.420, 0.063]], "lowdin_charge": [-0.1245, -0.1749, -0.2223, -0.1229, -0.1724, -0.2242, -0.1890, -0.1783, -0.1158, 0.0632, 0.0887, 0.0806, 0.0841, 0.1267, 0.1166, 0.1425, 0.1479, 0.1057, 0.1252, 0.0945, 0.1005, 0.0817, 0.0899, -0.1195, -0.1783, -0.2194, -0.2038, -0.1109, -0.2580, -0.1482, -0.1806, -0.1498, 0.0893, 0.0895, 0.0820, 0.1476, 0.1223, 0.0905, 0.1180, 0.1118, 0.1300, 0.1368, 0.1325, 0.0658, 0.0914, 0.0698, -0.1306, -0.1699, -0.2022, -0.1714, -0.1578, -0.1919, -0.1686, -0.1928, -0.1378, 0.0817, 0.1030, 0.0651, 0.1001, 0.1279, 0.1181, 0.1087, 0.1242, 0.1391, 0.0927, 0.1403, 0.0831, 0.0429, 0.0857, -0.1371, -0.2065, -0.1604, -0.1860, -0.1312, -0.2082, -0.1750, -0.2071, -0.1457, 0.0742, 0.0635, 0.0614, 0.1281, 0.1193, 0.1188, 0.1027, 0.0764, 0.1296, 0.0723, 0.0943, 0.0535, 0.0443, 0.0401, 0.5460, -0.6533, -0.6429, 0.6049, 0.0446, 0.0502, 0.0439, -0.0055, 0.5885, -0.7007, -0.6587, 0.5896, 0.0288, -0.0027, 0.0614, 0.0544, 0.6968, -0.6659, -0.5786, 0.6041, -0.0135, 0.0484, 0.0375, 0.0474, 0.5994, -0.6518, -0.6389, 0.5816, 0.0264, 0.0462, 0.0159, 0.0031, 0.6546, -0.7202, -0.6940, 0.6685, 0.0337, 0.0577, 0.0544, 0.0135, 0.6855, -0.6403, -0.6708, 0.7410, 0.0362, 0.0377, 0.0181, 0.0704, 0.6526, -0.6375, -0.6673, 0.5910, 0.0005, 0.0161, -0.0236, 0.0385, 0.6973, -0.7246, -0.7746, 0.6949, 0.0572, 0.0676, 0.0433, 0.0119, 0.6422, -0.6287, -0.6151, 0.5346, 0.0426, 0.0056, 0.0787, 0.0196, 0.6205, -0.7083, -0.6996, 0.6996, 0.0496, 0.0532, 0.0543, 0.0123], "total_energy_ha": -54117.0098, "fmax_ev_per_a": 2.983, "orbital_gap_ev": 9.43, "e_homo_ha": -0.3413}

=====

Entry 3:
{"formula": "C4H10CaO2", "method": "ωB97M-V with the def2-TZVPD basis set", "elements": ["H", "C", "O", "C", "C", "O", "C", "H", "H", "H", "H", "H", "H", "H", "H", "H", "Ca"], "positions_angstrom": [[-0.0578, 0.0532, 3.4579], [-1.9059, 1.2840, 1.3232], [-1.5725, 0.5241, 0.4031], [-0.7681, 0.9776, -0.7346], [0.0612, -0.1754, -1.2370], [0.7771, -0.8206, -0.1797], [1.9229, -1.5842, -0.6097], [-2.5260, 0.8478, 2.1130], [-1.5963, 2.3378, 1.3255], [-0.1695, 1.8395, -0.4172], [-1.4963, 1.2732, -1.4979], [0.7805, 0.2282, -1.9612], [-0.5652, -0.9153, -1.7493], [2.3344, -2.0894, 0.2699], [1.6108, -2.3338, -1.3457], [2.6698, -0.9047, -1.0370], [0.5009, -0.5421, 1.8767]], "forces_ev_per_a": [[-1.375, 1.357, 1.259], [-0.490, 0.960, 1.640], [0.224, -1.221, -0.436], [0.333, 0.499, -0.698], [-0.033, -0.380, -0.897], [-0.328, 0.607, -1.366], [0.460, -0.286, -0.588], [-0.004, 0.223, -0.149], [-0.142, -0.146, 0.047], [-0.146, -0.076, 0.047], [0.243, 0.034, 0.056], [-0.202, 0.013, 0.018], [0.102, 0.076, 0.102], [-0.028, 0.024, -0.117], [0.103, 0.127, 0.200], [-0.128, -0.211, 0.085], [1.412, -1.599, 0.797]], "nbo_charge": [-0.6694, 0.3414, -0.3989, -0.1281, -0.1169, -0.6860, -0.2759, 0.2641, 0.2317, 0.2273, 0.2850, 0.2514, 0.2405, 0.2053, 0.2399, 0.2275, 1.7612], "total_energy_ha": -985.7215, "fmax_ev_per_a": 2.306, "orbital_gap_ev": [6.62, 6.62], "e_homo_ha": [-0.6204, -0.6204], "total_charge": 2}